Entry 1:
Molecular formula: C7H9N5O
Method: DFT, the ωB97M-V functional and the def2-TZVPD basis

Structure (XYZ):
```
22
Properties=species:S:1:pos:R:3
O 1.92 0.86 -0.02
N -3.29 -1.24 -0.09
N -0.02 -0.43 -0.16
N -2.01 -1.62 -0.16
N -1.34 -0.47 -0.21
N -3.49 0.10 -0.13
C 2.61 -0.47 -0.31
C -2.23 0.53 -0.11
C 2.49 -1.17 1.10
C 0.50 0.73 0.11
C -0.18 1.86 0.20
C -1.54 1.71 0.34
C 4.06 -0.13 -0.68
H 2.52 -0.47 1.95
H 4.55 0.64 0.02
H 3.34 -1.86 1.45
H 0.44 2.80 0.10
H 1.50 -1.90 1.12
H 4.81 -0.90 -0.80
H -1.99 2.58 0.49
H 4.08 0.39 -1.65
H 2.20 -0.89 -1.14
```

Its lowest unoccupied orbital energy is -0.024 Eh. The HOMO energy is -0.363 Ha. The energy above the lowest of the compared OMol25 structures with the same formula, charge and spin is 5.573 eV. The maximum force comes out at 0.13444 hartree/bohr. Its SMILES is CC(C)Oc1ccc2nnnn2n1. The value obtained for the electronic energy is -620.994802 Ha. The HOMO-LUMO gap comes out at 9.2 eV.

Entry 2:
Molecular formula: H18O9
Method: DFT, the ωB97M-V functional and the def2-TZVPD basis

Structure (XYZ):
```
27
Properties=species:S:1:pos:R:3
O 1.93 0.41 0.25
O -1.67 -2.95 -0.82
O -4.41 -0.93 -0.16
O -1.38 0.45 0.47
O 4.72 -0.48 -1.16
O 0.40 -0.27 0.45
O -2.68 1.38 -0.31
O 2.68 -1.71 1.49
O 0.40 3.91 -0.03
H 3.14 -1.46 0.67
H -0.31 -0.66 0.97
H -3.88 -1.50 0.40
H 2.61 1.08 0.28
H -2.05 1.56 -1.01
H -4.35 -0.07 0.27
H -1.08 -2.42 -0.27
H 0.02 -0.20 -0.44
H 1.62 0.42 -0.66
H -1.67 -0.38 0.08
H 0.29 4.86 -0.10
H 2.25 -0.90 1.77
H 4.67 -1.25 -1.73
H 3.98 0.07 -1.44
H -1.79 0.45 1.35
H -2.54 2.10 0.32
H 0.52 3.62 -0.95
H -1.19 -3.78 -0.93
```

Its lowest unoccupied orbital energy is -0.009 Eh. The HOMO energy is -0.258 Ha. The energy above the lowest of the compared OMol25 structures with the same formula, charge and spin is 13.290 eV. The maximum force comes out at 0.22271 hartree/bohr. The value obtained for the electronic energy is -687.537379 Ha. The HOMO-LUMO gap comes out at 6.8 eV.

Entry 3:
Molecular formula: C3H4N2O
Method: DFT, the ωB97M-V functional and the def2-TZVPD basis

Structure (XYZ):
```
10
Properties=species:S:1:pos:R:3
O 1.27 -2.37 0.06
N -1.76 -0.24 -0.26
N 0.22 -1.74 -0.07
C 1.13 1.99 0.09
C 1.63 0.89 0.14
C -0.76 -1.14 -0.20
H -1.83 0.34 0.57
H -2.65 -0.61 -0.55
H 2.05 -0.09 0.18
H 0.70 2.96 0.04
```

Its lowest unoccupied orbital energy is 0.017 Eh. The HOMO energy is -0.327 Ha. The energy above the lowest of the compared OMol25 structures with the same formula, charge and spin is 5.740 eV. The maximum force comes out at 0.02108 hartree/bohr. Its SMILES is NC#[N+][O-].C#C. The value obtained for the electronic energy is -301.276308 Ha. The HOMO-LUMO gap comes out at 9.4 eV.

Entry 4:
Molecular formula: C4H12NO3
Method: DFT, the ωB97M-V functional and the def2-TZVPD basis

Structure (XYZ):
```
20
Properties=species:S:1:pos:R:3
O 1.07 -2.36 1.61
O -1.01 -1.73 2.19
O -2.59 1.84 -4.38
N -1.20 0.29 0.69
C 0.10 -0.46 0.52
C 2.53 0.01 0.00
C 1.27 0.46 0.79
C 0.14 -1.64 1.49
H 1.58 0.56 1.81
H -1.01 -2.40 2.88
H 0.15 -0.86 -0.50
H -2.00 -0.31 0.92
H -3.20 2.58 -4.48
H -1.38 0.87 -0.13
H 1.09 1.48 0.48
H 3.37 0.60 0.34
H -1.13 0.85 1.54
H 2.71 -1.06 0.15
H 2.40 0.23 -1.06
H -2.89 1.05 -4.87
```

The charge is +1. Its lowest unoccupied orbital energy is -0.133 Eh. The HOMO energy is -0.517 Ha. The energy above the lowest of the compared OMol25 structures with the same formula, charge and spin is 0.756 eV. The maximum force comes out at 0.04138 hartree/bohr. The value obtained for the electronic energy is -439.846759 Ha. The HOMO-LUMO gap comes out at 10.5 eV.

Entry 5:
Molecular formula: C3H11N3
Method: DFT, the ωB97M-V functional and the def2-TZVPD basis

Structure (XYZ):
```
17
Properties=species:S:1:pos:R:3
N -0.18 -0.96 -0.19
N 0.12 -2.36 -0.25
N 0.75 1.74 1.01
C 1.03 1.01 -0.11
C 0.35 1.22 -1.36
C -1.40 -0.79 0.57
H -2.24 -1.38 0.17
H -1.69 0.26 0.55
H -0.22 0.12 -1.36
H -0.39 2.02 -1.38
H 1.09 1.39 1.89
H -1.27 -1.07 1.63
H -0.04 2.37 0.98
H 1.02 1.24 -2.23
H 1.11 -2.45 -0.44
H -0.04 -2.85 0.63
H 1.98 0.49 -0.10
```

Its lowest unoccupied orbital energy (spin up / spin down) is 0.034 / 0.034 Eh. The HOMO energy (spin up / spin down) is -0.228 / -0.228 Ha. The energy above the lowest of the compared OMol25 structures with the same formula, charge and spin is 4.527 eV. The maximum force comes out at 0.01624 hartree/bohr. The value obtained for the electronic energy is -285.011442 Ha. The HOMO-LUMO gap (spin up / spin down) comes out at 7.2 / 7.1 eV.

Entry 6:
Molecular formula: C16H13NRu
Method: DFT, the ωB97M-V functional and the def2-TZVPD basis

Structure (XYZ):
```
31
Properties=species:S:1:pos:R:3
Ru 0.07 -0.09 0.31
N -1.03 -0.06 -1.80
C -1.30 -2.49 1.45
C 2.25 0.67 0.10
C -2.48 -0.27 -4.14
C 1.45 1.79 -0.21
C -1.55 0.74 -3.98
C 1.03 1.21 1.97
C -2.06 -1.95 -0.80
C -2.98 -3.84 0.39
C -1.26 -1.69 0.31
C -1.94 -1.05 -1.94
C -2.67 -1.17 -3.11
C 0.64 2.09 0.91
C -0.85 0.81 -2.79
C -2.93 -3.04 -0.74
C -2.17 -3.57 1.49
C 2.03 0.34 1.48
H 1.52 2.39 -1.11
H -3.04 -0.35 -5.06
H -3.39 -1.97 -3.22
H -1.36 1.47 -4.75
H 3.05 0.27 -0.51
H -3.66 -4.68 0.42
H -2.21 -4.20 2.37
H -0.11 1.58 -2.61
H -0.67 -2.29 2.31
H 0.70 1.27 2.99
H -3.58 -3.28 -1.58
H 2.59 -0.37 2.06
H 0.00 2.94 1.02
```

The charge is +1. The spin multiplicity is 2. Its lowest unoccupied orbital energy (spin up / spin down) is -0.183 / -0.180 Eh. The HOMO energy (spin up / spin down) is -0.443 / -0.443 Ha. The energy above the lowest of the compared OMol25 structures with the same formula, charge and spin is 0.525 eV. The maximum force comes out at 0.03751 hartree/bohr. The value obtained for the electronic energy is -766.839350 Ha. The HOMO-LUMO gap (spin up / spin down) comes out at 7.1 / 7.2 eV.

Entry 7:
Molecular formula: C6H15O9Sr
Method: DFT, the ωB97M-V functional and the def2-TZVPD basis

Structure (XYZ):
```
31
Properties=species:S:1:pos:R:3
Sr 0.44 0.10 -0.18
O -0.27 1.87 -0.19
O -1.13 -0.73 -0.84
O -2.51 -0.70 -2.42
O 2.39 0.66 -0.65
O 1.93 -1.14 0.48
O -0.33 -0.66 1.38
O 0.51 -1.43 -1.14
O 0.63 1.25 -1.69
O 1.07 1.07 1.30
C 1.27 -1.90 -0.26
C 1.40 -3.49 -0.15
C 0.34 2.00 0.89
C 0.12 3.19 1.71
C -2.24 -0.59 -1.22
C -3.39 -0.41 -0.22
H -4.13 0.33 -0.55
H 2.75 0.99 -1.48
H 0.45 -3.84 0.26
H 2.30 -3.83 0.36
H 0.03 2.98 2.77
H -0.30 -0.48 2.32
H -3.05 -0.07 0.75
H -3.97 -1.31 0.00
H 3.06 0.87 0.00
H 1.06 3.75 1.67
H -0.70 3.83 1.40
H 0.57 0.75 -2.50
H 1.78 -3.73 -1.14
H -0.79 -1.50 1.32
H 0.69 2.16 -1.97
```

The charge is -1. Its lowest unoccupied orbital energy is 0.095 Eh. The HOMO energy is -0.101 Ha. The energy above the lowest of the compared OMol25 structures with the same formula, charge and spin is 25.856 eV. The maximum force comes out at 0.36771 hartree/bohr. The value obtained for the electronic energy is -944.848053 Ha. The HOMO-LUMO gap comes out at 5.4 eV.

Entry 8:
Molecular formula: C3H5NO2
Method: DFT, the ωB97M-V functional and the def2-TZVPD basis

Structure (XYZ):
```
11
Properties=species:S:1:pos:R:3
O 0.05 -1.25 0.73
O -2.04 0.38 0.63
N 1.60 0.68 0.38
C -1.00 0.40 -0.27
C 0.41 -0.01 0.19
C -0.30 -0.85 -0.74
H 2.03 1.07 -0.44
H -1.83 -0.32 1.27
H -0.15 -1.47 -1.60
H 2.34 0.15 0.83
H -1.11 1.22 -0.98
```

Its lowest unoccupied orbital energy is 0.034 Eh. The HOMO energy is -0.318 Ha. The energy above the lowest of the compared OMol25 structures with the same formula, charge and spin is 4.266 eV. The maximum force comes out at 0.03583 hartree/bohr. Its SMILES is N[C@]12O[C@H]1[C@H]2O. The value obtained for the electronic energy is -322.417546 Ha. The HOMO-LUMO gap comes out at 9.6 eV.

Copy entry 7 word for word.
Molecular formula: C6H15O9Sr
Method: DFT, the ωB97M-V functional and the def2-TZVPD basis

Structure (XYZ):
```
31
Properties=species:S:1:pos:R:3
Sr 0.44 0.10 -0.18
O -0.27 1.87 -0.19
O -1.13 -0.73 -0.84
O -2.51 -0.70 -2.42
O 2.39 0.66 -0.65
O 1.93 -1.14 0.48
O -0.33 -0.66 1.38
O 0.51 -1.43 -1.14
O 0.63 1.25 -1.69
O 1.07 1.07 1.30
C 1.27 -1.90 -0.26
C 1.40 -3.49 -0.15
C 0.34 2.00 0.89
C 0.12 3.19 1.71
C -2.24 -0.59 -1.22
C -3.39 -0.41 -0.22
H -4.13 0.33 -0.55
H 2.75 0.99 -1.48
H 0.45 -3.84 0.26
H 2.30 -3.83 0.36
H 0.03 2.98 2.77
H -0.30 -0.48 2.32
H -3.05 -0.07 0.75
H -3.97 -1.31 0.00
H 3.06 0.87 0.00
H 1.06 3.75 1.67
H -0.70 3.83 1.40
H 0.57 0.75 -2.50
H 1.78 -3.73 -1.14
H -0.79 -1.50 1.32
H 0.69 2.16 -1.97
```

The charge is -1. Its lowest unoccupied orbital energy is 0.095 Eh. The HOMO energy is -0.101 Ha. The energy above the lowest of the compared OMol25 structures with the same formula, charge and spin is 25.856 eV. The maximum force comes out at 0.36771 hartree/bohr. The value obtained for the electronic energy is -944.848053 Ha. The HOMO-LUMO gap comes out at 5.4 eV.

The lowest electronic energy belongs to which entry?
C6H15O9Sr

Among the records above, which one has the lowest electronic energy?
C6H15O9Sr

The lowest maximum force belongs to which entry?
C3H11N3